No. 1
DFT (wB97M-V/def2-TZVPD) results for a molecular structure, C10H24IO2P2Ti.

Geometry (Å):
C -1.45 1.21 -0.74
I 1.94 -1.75 0.98
H -2.40 0.64 -0.81
H -1.16 1.58 -1.74
H -1.58 2.07 -0.07
Ti 0.07 -0.04 -0.01
P 0.36 -1.02 -2.30
C 1.63 -0.29 -3.36
C 0.69 -2.80 -2.16
H 0.50 -3.27 -3.13
H -0.92 -1.52 -4.24
H 0.01 -3.24 -1.42
H -1.96 -1.35 -2.79
H 2.63 -0.39 -2.92
H 1.72 -2.98 -1.84
C -1.11 -0.94 -3.34
H 1.55 -0.74 -4.39
H -1.31 0.11 -3.59
H 1.42 0.79 -3.50
P -0.50 0.62 2.31
C 0.62 1.93 2.90
C -2.18 1.24 2.61
H -0.74 -1.64 3.12
H -0.83 -0.44 4.45
H 0.76 -0.88 3.73
C -0.31 -0.72 3.53
H -2.90 0.53 2.21
H -2.31 1.34 3.69
H 0.36 2.16 3.94
H 0.51 2.83 2.28
H -2.31 2.21 2.12
H 1.66 1.59 2.85
C 1.32 1.62 -0.11
O 1.45 2.84 -0.28
C 3.71 -2.20 -1.12
C 2.36 0.52 -0.30
O 3.49 0.63 -0.70
H 3.68 -3.24 -0.80
H 4.60 -1.69 -0.81
H 3.57 -2.11 -2.20

Results
Kohn-Sham gap (alpha / beta) (eV): 5.621 / 6.219
ΔE to the lowest compared entry with this formula, charge and spin (kJ/mol): 543.85
Maximum force (eV Å⁻¹): 6.32
2S+1: 2
Net charge: +2
E (eV): -64626.538

Here are the Mulliken charges for atoms 1 to 5, given in e: C -1.354; I 0.103; H 0.396; H 0.457; H 0.460

---

No. 2
DFT (wB97M-V/def2-TZVPD) results for a molecular structure, C10H24IO3P2Yb.

Geometry (Å):
C 0.00 -0.08 -7.63
C 0.01 0.66 -6.32
H 0.00 0.69 -8.42
H -0.89 -0.71 -7.73
H 0.88 -0.72 -7.73
O 0.02 1.85 -6.16
I -0.01 -0.60 -4.50
Yb -0.01 -1.12 0.03
P 2.52 0.00 -0.15
C 3.57 1.18 0.74
C 3.13 -1.57 0.58
H 4.22 -1.58 0.46
H 4.35 -0.28 -1.76
H 2.70 -2.42 0.05
H 2.78 -0.90 -2.32
H 3.29 1.14 1.81
H 2.89 -1.60 1.64
C 3.28 -0.09 -1.79
H 4.64 0.94 0.64
H 3.09 0.85 -2.30
H 3.37 2.20 0.35
P -2.52 0.05 -0.15
C -3.54 1.25 0.75
C -3.28 -0.03 -1.79
H -2.74 -2.37 0.05
H -4.25 -1.50 0.47
H -2.92 -1.54 1.65
C -3.16 -1.51 0.58
H -2.79 -0.85 -2.32
H -4.36 -0.21 -1.75
H -4.62 1.03 0.64
H -3.33 2.26 0.35
H -3.08 0.91 -2.30
H -3.27 1.21 1.82
C 0.02 1.58 0.84
O 0.02 2.38 1.66
C 0.00 -0.05 3.23
O 0.00 -0.44 1.88
H -0.89 0.50 3.56
H 0.90 0.49 3.56
H 0.00 -1.00 3.77

Results
Kohn-Sham gap (alpha / beta) (eV): 6.932 / 5.491
Maximum force (eV Å⁻¹): 3.83
2S+1: 2
Net charge: +2
E (eV): -75093.476

Here are the Mulliken charges for atoms 1 to 5, given in e: C -0.864; C 0.445; H 0.308; H 0.317; H 0.316

---

No. 3
DFT (wB97M-V/def2-TZVPD) results for 4 unconnected molecules or ions with the total composition C10H24N4O5.

Geometry (Å):
C 1.35 -0.88 -2.79
N 0.85 -2.11 -2.25
O 0.13 -2.86 -2.97
O 1.17 -2.46 -1.08
H 1.11 -0.86 -3.85
H 2.44 -0.79 -2.59
H 0.83 -0.08 -2.23
C 0.62 1.46 2.75
N 1.59 0.97 1.78
C 3.05 1.11 2.18
C 1.23 0.67 0.53
O 0.08 0.64 0.06
H 0.83 2.50 2.93
H 0.73 0.91 3.67
H -0.32 1.21 2.32
H 3.62 0.51 1.48
H 3.30 2.16 2.21
H 3.14 0.64 3.19
H 2.06 0.49 -0.17
C -1.03 -2.20 1.73
N 0.08 -2.25 2.76
C -0.06 -2.85 4.07
C 1.34 -2.11 2.26
O 2.39 -2.20 2.89
H -1.92 -1.64 2.10
H -1.36 -3.20 1.48
H -0.78 -1.59 0.87
H 0.92 -3.26 4.34
H -0.17 -2.07 4.80
H -0.87 -3.57 4.09
H 1.37 -1.65 1.26
C -2.36 1.12 -2.12
N -2.28 2.02 -3.29
C -3.19 3.17 -3.38
C -1.22 1.94 -4.11
O -0.39 1.08 -4.09
H -1.62 0.32 -2.22
H -3.37 0.68 -2.06
H -2.12 1.73 -1.27
H -4.15 2.82 -3.73
H -3.20 3.89 -2.61
H -2.75 3.78 -4.17
H -1.06 2.80 -4.76

Results
Kohn-Sham gap (eV): 9.424
ΔE to the lowest compared entry with this formula, charge and spin (kJ/mol): 0.00
Maximum force (eV Å⁻¹): 4.56
2S+1: 1
SMILES: C[N+](=O)[O-].CN(C)C=O.CN(C)C=O.CN(C)C=O
E (eV): -26953.622

Here are the Mulliken charges for atoms 1 to 5, given in e: C -0.584; N 0.919; O -0.532; O -0.519; H 0.350

---

No. 4
DFT (wB97M-V/def2-TZVPD) results for a molecular structure, C10H24N6O6RhS.

Geometry (Å):
O -1.41 -3.32 -1.20
H -1.57 -3.88 -1.98
Rh -0.02 -0.21 -0.10
N -1.26 -1.31 1.00
N -1.80 0.63 -0.54
N 1.85 -0.81 0.39
N 1.12 1.24 -0.92
O -0.89 -1.93 2.01
O 2.20 -1.93 1.01
O 0.64 2.33 -1.55
O -1.94 1.75 -1.15
C -2.89 -0.11 -0.18
C -2.59 -1.20 0.66
C 2.83 0.05 0.10
C 2.42 1.20 -0.66
C -3.51 -2.24 1.18
H -3.29 -3.21 0.70
H -4.55 -1.98 0.98
H -3.38 -2.37 2.26
C -4.24 0.26 -0.69
H -4.29 0.13 -1.78
H -4.49 1.30 -0.46
H -5.00 -0.38 -0.25
C 4.23 -0.17 0.58
C 3.36 2.28 -1.05
H 4.38 -1.22 0.85
H 4.46 0.43 1.47
H 4.95 0.10 -0.20
H 2.83 3.20 -1.32
H 3.98 1.98 -1.90
H 4.05 2.51 -0.22
H 1.46 -2.69 0.67
H -0.38 2.19 -1.52
C -0.23 -1.29 -1.76
H -1.07 -2.34 -1.60
H 0.71 -1.78 -2.02
H -0.59 -0.69 -2.61
O 0.67 -3.70 0.21
H -0.16 -3.56 -0.41
H 1.21 -4.41 -0.15
N -0.78 3.50 1.12
C 0.20 2.73 1.60
N 1.41 3.28 1.79
S -0.05 1.09 2.00
H -0.56 4.45 0.81
H -1.64 3.09 0.78
H 2.11 2.71 2.25
H 1.51 4.29 1.82

Results
Kohn-Sham gap (alpha / beta) (eV): 6.117 / 6.365
ΔE to the lowest compared entry with this formula, charge and spin (kJ/mol): 0.00
Maximum force (eV Å⁻¹): 4.82
2S+1: 5
Net charge: +1
E (eV): -45814.058

Here are the Mulliken charges for atoms 1 to 5, given in e: O -0.657; H 0.259; Rh 0.028; N 0.904; N 1.045

---

Repeat the second record exactly.
DFT (wB97M-V/def2-TZVPD) results for a molecular structure, C10H24IO3P2Yb.

Geometry (Å):
C 0.00 -0.08 -7.63
C 0.01 0.66 -6.32
H 0.00 0.69 -8.42
H -0.89 -0.71 -7.73
H 0.88 -0.72 -7.73
O 0.02 1.85 -6.16
I -0.01 -0.60 -4.50
Yb -0.01 -1.12 0.03
P 2.52 0.00 -0.15
C 3.57 1.18 0.74
C 3.13 -1.57 0.58
H 4.22 -1.58 0.46
H 4.35 -0.28 -1.76
H 2.70 -2.42 0.05
H 2.78 -0.90 -2.32
H 3.29 1.14 1.81
H 2.89 -1.60 1.64
C 3.28 -0.09 -1.79
H 4.64 0.94 0.64
H 3.09 0.85 -2.30
H 3.37 2.20 0.35
P -2.52 0.05 -0.15
C -3.54 1.25 0.75
C -3.28 -0.03 -1.79
H -2.74 -2.37 0.05
H -4.25 -1.50 0.47
H -2.92 -1.54 1.65
C -3.16 -1.51 0.58
H -2.79 -0.85 -2.32
H -4.36 -0.21 -1.75
H -4.62 1.03 0.64
H -3.33 2.26 0.35
H -3.08 0.91 -2.30
H -3.27 1.21 1.82
C 0.02 1.58 0.84
O 0.02 2.38 1.66
C 0.00 -0.05 3.23
O 0.00 -0.44 1.88
H -0.89 0.50 3.56
H 0.90 0.49 3.56
H 0.00 -1.00 3.77

Results
Kohn-Sham gap (alpha / beta) (eV): 6.932 / 5.491
Maximum force (eV Å⁻¹): 3.83
2S+1: 2
Net charge: +2
E (eV): -75093.476

Here are the Mulliken charges for atoms 1 to 5, given in e: C -0.864; C 0.445; H 0.308; H 0.317; H 0.316

---

- 2S+1 of number 3 (C10H24N4O5)?
  1

---

What did the second record say?
DFT (wB97M-V/def2-TZVPD) results for a molecular structure, C10H24IO3P2Yb.

Geometry (Å):
C 0.00 -0.08 -7.63
C 0.01 0.66 -6.32
H 0.00 0.69 -8.42
H -0.89 -0.71 -7.73
H 0.88 -0.72 -7.73
O 0.02 1.85 -6.16
I -0.01 -0.60 -4.50
Yb -0.01 -1.12 0.03
P 2.52 0.00 -0.15
C 3.57 1.18 0.74
C 3.13 -1.57 0.58
H 4.22 -1.58 0.46
H 4.35 -0.28 -1.76
H 2.70 -2.42 0.05
H 2.78 -0.90 -2.32
H 3.29 1.14 1.81
H 2.89 -1.60 1.64
C 3.28 -0.09 -1.79
H 4.64 0.94 0.64
H 3.09 0.85 -2.30
H 3.37 2.20 0.35
P -2.52 0.05 -0.15
C -3.54 1.25 0.75
C -3.28 -0.03 -1.79
H -2.74 -2.37 0.05
H -4.25 -1.50 0.47
H -2.92 -1.54 1.65
C -3.16 -1.51 0.58
H -2.79 -0.85 -2.32
H -4.36 -0.21 -1.75
H -4.62 1.03 0.64
H -3.33 2.26 0.35
H -3.08 0.91 -2.30
H -3.27 1.21 1.82
C 0.02 1.58 0.84
O 0.02 2.38 1.66
C 0.00 -0.05 3.23
O 0.00 -0.44 1.88
H -0.89 0.50 3.56
H 0.90 0.49 3.56
H 0.00 -1.00 3.77

Results
Kohn-Sham gap (alpha / beta) (eV): 6.932 / 5.491
Maximum force (eV Å⁻¹): 3.83
2S+1: 2
Net charge: +2
E (eV): -75093.476

Here are the Mulliken charges for atoms 1 to 5, given in e: C -0.864; C 0.445; H 0.308; H 0.317; H 0.316